Below is a 2-piece molecular cluster, C22H22F4N overall, with properties calculated with ωB97M-V with the def2-TZVPD basis set.

Properties
net charge = +1
E_HOMO = -9.93 eV
relative energy (zero: lowest compared OMol25 entry of this formula, charge and spin) = 9.50 kJ/mol
orbital gap = 0.1234 Eh

Last column: natural (NBO) charge in e.
Cartesian coordinates (Å):
F (-3.26437, 3.91260, -2.49799)  -0.3021
C (-2.98533, 2.56451, -2.41611)  0.4111
C (-4.06462, 1.68664, -2.33210)  -0.2228
C (-3.74218, 0.32964, -2.25192)  0.3925
F (-4.76998, -0.58358, -2.19697)  -0.3002
C (-2.44463, -0.13562, -2.23176)  -0.1628
C (-1.34485, 0.77565, -2.29992)  -0.1302
C (-0.05369, 0.19204, -2.24818)  0.1323
C (1.23546, 0.78142, -2.28479)  -0.1379
C (2.33842, -0.12604, -2.38065)  -0.1735
C (3.63459, 0.34640, -2.39919)  0.3904
F (4.66431, -0.56489, -2.45761)  -0.3005
C (3.95213, 1.70456, -2.34760)  -0.2151
C (2.87096, 2.57977, -2.25848)  0.4022
F (3.14566, 3.92943, -2.20214)  -0.3008
C (1.54415, 2.17238, -2.21272)  -0.1891
C (-1.65636, 2.16140, -2.43217)  -0.1981
H (-5.09200, 2.03030, -2.34375)  0.2786
H (-2.22204, -1.19921, -2.16776)  0.2460
H (-0.05273, -0.90267, -2.25087)  0.2301
H (2.12312, -1.19330, -2.43233)  0.2462
H (4.97766, 2.05304, -2.36992)  0.2776
H (0.76269, 2.91363, -2.09574)  0.2371
H (-0.87596, 2.90196, -2.55698)  0.2364
C (-2.15048, 0.88122, 2.95693)  -0.3881
C (-1.25272, 1.65379, 1.95040)  -0.4262
C (-0.32750, 0.61607, 1.43953)  -0.3260
C (-0.38073, -0.55484, 2.15951)  0.2584
N (0.38202, -1.65055, 2.01332)  -0.3982
C (0.31297, -2.79763, 2.91302)  -0.2089
C (1.34269, -3.80554, 2.37998)  -0.4128
C (2.18489, -3.06686, 1.33393)  -0.4156
C (1.61175, -1.64223, 1.22452)  -0.1954
C (-1.44390, -0.44982, 3.25713)  -0.4511
H (-2.33223, 1.46562, 3.86003)  0.2191
H (-3.12086, 0.69093, 2.49401)  0.2035
H (-1.83912, 2.15148, 1.17036)  0.1984
H (-0.73135, 2.45313, 2.49733)  0.2084
H (0.35831, 0.81388, 0.61806)  0.1907
H (0.59524, -2.49168, 3.93723)  0.1917
H (-0.69929, -3.22650, 2.96747)  0.2109
H (1.96282, -4.17540, 3.20030)  0.2261
H (0.82855, -4.65498, 1.92147)  0.2176
H (3.23524, -3.02192, 1.63349)  0.2227
H (2.12416, -3.57040, 0.36543)  0.2096
H (1.44769, -1.33973, 0.17886)  0.1752
H (2.33859, -0.92596, 1.65355)  0.1946
H (-0.98064, -0.38750, 4.25656)  0.2237
H (-2.14652, -1.29463, 3.28526)  0.2243

Forces on atoms 1 to 2 (eV/Å):
0.4 -1.8 0.1
0.1 1.3 -0.1